Model 1:
ORCA calculation (ωB97M-V with the def2-TZVPD basis set) on C6H10O as an isolated structure.

```
17
Properties=species:S:1:pos:R:3
C -1.59428 0.74070 -1.47726
C -0.79634 -0.46769 -0.99581
C -0.47722 -0.44618 0.48595
O 0.32058 -1.59725 0.87380
C 1.26464 -0.73728 1.49818
C 1.92252 0.18014 0.52398
C 0.55843 0.51484 1.07158
H -1.02787 1.66999 -1.34693
H -2.54182 0.84333 -0.93548
H -1.83117 0.64293 -2.54199
H 0.14043 -0.54924 -1.55889
H -1.35266 -1.39347 -1.18928
H -1.40088 -0.42240 1.08150
H 1.69332 -1.04815 2.44581
H 2.73109 0.77975 0.93429
H 2.05276 -0.11875 -0.51364
H 0.33847 1.40872 1.64419
```

Properties
molecular weight = 98.145 g/mol
frontier orbital gap = 10.37 eV
HOMO = -9.219 eV
2S+1 = 1
LUMO level = 1.2 eV

---

Model 2:
ORCA calculation (ωB97M-V with the def2-TZVPD basis set) on one molecule with the formula C6H10O.

```
17
Properties=species:S:1:pos:R:3
C -2.38320 -0.08604 0.08162
C -1.12310 0.68545 -0.21352
C -0.06259 1.06809 0.77632
C 0.29611 0.21657 -0.41539
C 1.10007 -1.03840 -0.17247
C 2.56715 -0.62432 -0.24567
O 2.94351 0.49603 -0.49487
H -3.19869 0.62553 0.25999
H -2.31010 -0.73977 0.95556
H -2.66155 -0.69197 -0.78763
H -1.31346 1.48794 -0.92394
H 0.31715 2.08064 0.86233
H -0.10741 0.53692 1.72952
H 0.72718 0.73968 -1.26180
H 0.95944 -1.85104 -0.90150
H 0.93455 -1.48225 0.81899
H 3.31494 -1.42305 -0.06753
```

Properties
molecular weight = 98.145 g/mol
frontier orbital gap = 10.85 eV
HOMO = -9.786 eV
SMILES = C[C@H]1C[C@H]1CC=O
2S+1 = 1
LUMO level = 1.1 eV

---

model 2 is the most stable structure shown above.